C9H12B2F7N4O4Pt as an isolated structure at a distorted geometry, computed with the ωB97M-V functional and the def2-TZVPD basis.

Geometry (Å):
Pt (0.026, 0.054, 0.000)
C (-1.574, 2.255, -3.233)
C (-1.297, 1.378, -2.080)
N (-0.104, 1.258, -1.534)
O (0.970, 1.877, -1.989)
B (1.940, 2.297, -0.855)
F (2.820, 3.158, -1.322)
F (1.099, 2.723, 0.152)
O (2.692, 1.092, -0.252)
N (1.920, 0.283, 0.447)
C (2.368, -0.428, 1.468)
C (3.756, -0.319, 1.951)
C (1.350, -1.242, 2.108)
N (0.146, -1.084, 1.594)
O (-0.920, -1.709, 2.045)
B (-2.214, -0.893, 1.824)
F (-3.184, -1.382, 2.567)
F (-1.823, 0.413, 2.069)
O (-2.641, -0.886, 0.345)
N (-1.885, -0.095, -0.388)
C (-2.327, 0.592, -1.418)
C (-3.746, 0.592, -1.822)
C (1.587, -2.132, 3.260)
H (-0.709, 2.881, -3.444)
H (-2.448, 2.877, -3.044)
H (-1.786, 1.654, -4.121)
H (4.394, 0.075, 1.160)
H (4.144, -1.265, 2.319)
H (3.791, 0.387, 2.787)
H (-4.314, -0.085, -1.187)
H (-3.870, 0.285, -2.859)
H (-4.156, 1.599, -1.726)
H (2.502, -2.713, 3.151)
H (0.734, -2.799, 3.375)
H (1.676, -1.537, 4.172)
F (1.453, -2.504, -0.994)
C (0.236, -1.996, -1.211)
F (0.069, -1.780, -2.518)
F (-0.672, -2.880, -0.799)

## Properties
spin multiplicity	3
HOMO level (spin up / spin down)	-12.035 / -13.218	eV
energy relative to the best compared isomer or geometry (same formula, charge and spin)	0.849	eV
total charge	+1
HOMO-LUMO gap (spin up / spin down)	6.261 / 4.934	eV
expectation value of S²	2.042

***

C9H12BF2N2O10P2V as an isolated structure, computed with the ωB97M-V functional and the def2-TZVPD basis.

Geometry (Å):
V (-1.525, -0.148, -1.465)
N (-1.065, -4.373, -0.953)
C (-0.443, -3.295, -0.079)
C (0.356, -4.004, 1.007)
P (0.678, -2.419, -1.274)
O (1.638, -1.550, -0.345)
O (1.353, -3.502, -2.014)
O (-0.213, -1.444, -2.030)
P (-1.970, -2.490, 0.627)
O (-1.461, -1.718, 1.920)
O (-2.877, -3.626, 0.916)
O (-2.430, -1.452, -0.377)
H (-0.344, -5.038, -1.244)
H (-1.466, -3.973, -1.805)
H (-1.834, -4.788, -0.400)
H (1.165, -4.591, 0.566)
H (-0.285, -4.661, 1.598)
H (0.795, -3.262, 1.671)
H (2.550, -1.863, -0.382)
H (-1.811, -2.098, 2.735)
O (-1.788, 1.678, 1.098)
C (-0.849, 1.935, 0.375)
O (-0.647, 1.352, -0.790)
C (0.185, 2.959, 0.738)
C (0.004, 3.720, 1.888)
C (0.941, 4.673, 2.254)
C (2.072, 4.871, 1.477)
C (2.233, 4.096, 0.342)
C (1.311, 3.145, -0.051)
N (3.439, 4.293, -0.485)
O (4.222, 5.154, -0.139)
O (3.576, 3.582, -1.459)
H (-0.883, 3.546, 2.483)
H (0.793, 5.265, 3.147)
H (2.822, 5.604, 1.733)
H (1.472, 2.566, -0.947)
F (-3.573, 1.647, -3.064)
B (-2.923, 0.484, -3.107)
F (-3.218, -0.273, -4.166)

## Properties
spin multiplicity	3
HOMO level (spin up / spin down)	-9.391 / -9.607	eV
total charge	0
HOMO-LUMO gap (spin up / spin down)	8.960 / 9.190	eV
expectation value of S²	2.022

***

C9H12BeCl5CsFI2LiMgN4O13P2S as an isolated structure at a distorted geometry, computed with the ωB97M-V functional and the def2-TZVPD basis.

Geometry (Å):
N (-2.573, -4.422, -2.113)
C (-1.877, -3.451, -1.610)
C (-1.101, -2.124, -0.946)
C (-0.123, -2.478, 0.300)
C (-0.752, -3.065, 1.657)
O (-0.404, -2.161, 2.804)
C (-2.351, -3.324, 1.740)
N (-2.606, -4.019, 3.096)
P (0.118, -1.584, -2.374)
O (1.098, -0.423, -1.941)
C (-2.124, -0.863, -0.744)
I (-4.257, -1.527, -0.828)
C (-2.037, 0.271, -1.972)
N (-1.931, 1.043, -3.032)
P (-1.792, 0.171, 0.865)
O (-0.246, 0.970, 0.804)
I (-3.437, 2.044, 0.731)
H (0.532, -1.504, 0.517)
H (0.671, -3.274, -0.104)
H (-0.214, -4.096, 1.926)
H (0.512, -1.776, 2.680)
H (-2.807, -4.048, 0.941)
H (-2.943, -2.292, 1.834)
H (-3.346, -3.482, 3.598)
H (-3.060, -4.953, 2.863)
H (-0.548, -1.389, -3.635)
H (0.972, -2.767, -2.562)
H (0.126, 0.865, 1.749)
Be (-4.590, -5.052, -2.632)
Cl (-1.666, 2.559, -4.944)
F (-2.015, 4.219, 2.184)
C (0.326, 5.558, 1.620)
O (0.255, 6.730, 2.060)
O (1.586, 5.217, 1.389)
O (-0.560, 4.708, 1.378)
H (1.901, 6.094, 1.688)
Li (1.764, -2.056, 3.432)
C (2.947, 2.625, -1.433)
Cl (1.356, 2.588, -2.233)
Cl (3.608, 4.278, -1.503)
Cl (2.767, 2.130, 0.269)
Cl (4.056, 1.506, -2.263)
O (4.746, 1.082, 4.699)
S (5.184, -0.210, 5.257)
O (6.594, -0.447, 4.899)
O (4.348, -1.292, 4.705)
O (5.047, -0.183, 6.725)
Mg (6.437, 2.271, -1.472)
Cs (4.244, -3.117, 2.962)
N (-2.959, 3.613, -8.258)
O (-2.278, 2.774, -8.872)
O (-2.526, 4.766, -8.097)
O (-4.072, 3.298, -7.805)

## Properties
HOMO level	-6.685	eV
total charge	0
HOMO-LUMO gap	1.233	eV

***

C9H12BiCl2N2O as an isolated structure at a distorted geometry, computed with the ωB97M-V functional and the def2-TZVPD basis.

Geometry (Å):
Bi (8.060, 8.189, 5.628)
Cl (8.365, 10.779, 7.378)
C (8.285, 11.601, 5.773)
Cl (9.323, 10.579, 4.606)
H (8.838, 12.562, 5.820)
H (7.210, 11.681, 5.457)
C (11.237, 5.742, 6.422)
C (9.933, 5.831, 5.572)
O (9.746, 6.782, 4.731)
N (8.923, 4.981, 5.822)
C (7.811, 4.720, 4.911)
C (6.563, 5.361, 5.386)
C (5.642, 4.784, 6.290)
C (4.493, 5.415, 6.600)
C (4.169, 6.591, 5.976)
C (5.026, 7.068, 5.031)
N (6.242, 6.538, 4.801)
H (11.147, 6.076, 7.484)
H (12.024, 6.311, 5.920)
H (11.554, 4.684, 6.519)
H (9.232, 4.228, 6.488)
H (7.652, 3.624, 4.818)
H (8.072, 5.046, 3.896)
H (5.930, 3.772, 6.694)
H (3.871, 5.008, 7.317)
H (3.254, 7.134, 6.208)
H (4.705, 7.904, 4.446)

## Properties
HOMO level	-20.648	eV
energy relative to the best compared isomer or geometry (same formula, charge and spin)	0.151	eV
total charge	+3
HOMO-LUMO gap	5.741	eV

***

An isolated ion of composition C9H12Br2NO and charge +1 at a distorted geometry, computed with the ωB97M-V functional and the def2-TZVPD basis.

Geometry (Å):
C (-0.665, -2.128, -0.137)
C (-1.927, -1.582, -0.264)
C (1.597, -1.067, 0.389)
C (0.914, 0.126, 1.016)
C (-0.772, 1.870, 0.096)
C (0.566, -1.439, -0.638)
C (0.434, 0.971, -0.206)
C (-2.053, 0.982, 0.323)
C (-2.202, -0.173, -0.726)
N (0.063, -0.135, -1.137)
O (-2.744, 0.169, -1.819)
Br (-3.616, -2.476, 0.206)
Br (-3.621, 2.211, 0.250)
H (-0.535, -3.131, 0.129)
H (2.577, -0.793, -0.036)
H (1.710, -1.844, 1.080)
H (0.032, -0.294, 1.443)
H (1.664, 0.714, 1.636)
H (-0.401, 2.485, 0.969)
H (-0.857, 2.431, -0.809)
H (1.073, -2.067, -1.514)
H (1.321, 1.672, -0.465)
H (-1.786, 0.560, 1.371)
H (-0.003, 0.116, -2.068)
H (-3.165, 1.119, -1.810)

## Properties
HOMO level	-13.400	eV
energy relative to the best compared isomer or geometry (same formula, charge and spin)	0.000	eV
total charge	+1
HOMO-LUMO gap	8.680	eV

***

C9H12Br6F9O9S3Ti as an isolated structure at a distorted geometry, computed with the ωB97M-V functional and the def2-TZVPD basis.

Geometry (Å):
Ti (-22.073, -19.152, -23.157)
C (-18.202, -16.539, -22.536)
F (-18.100, -16.431, -23.875)
F (-17.721, -17.726, -22.106)
F (-17.597, -15.468, -21.958)
S (-20.100, -16.344, -22.144)
O (-20.543, -14.965, -22.485)
O (-20.851, -17.359, -22.883)
O (-20.338, -16.350, -20.712)
C (-22.641, -19.336, -18.533)
F (-21.319, -19.273, -18.601)
F (-23.245, -20.539, -18.751)
F (-23.077, -19.025, -17.268)
S (-23.509, -18.185, -19.937)
O (-23.225, -16.800, -19.514)
O (-22.830, -18.489, -21.182)
O (-24.955, -18.524, -19.867)
C (-25.727, -15.850, -24.467)
F (-26.130, -16.812, -25.335)
F (-24.812, -15.121, -25.046)
F (-26.771, -15.029, -24.075)
S (-24.902, -16.665, -22.946)
O (-24.002, -17.675, -23.475)
O (-24.230, -15.665, -22.127)
O (-26.064, -17.116, -22.123)
Br (-23.308, -21.873, -22.951)
C (-22.152, -23.397, -22.424)
C (-23.070, -24.674, -22.180)
Br (-22.139, -26.374, -21.901)
H (-21.478, -23.067, -21.633)
H (-21.432, -23.594, -23.219)
H (-23.653, -24.748, -23.098)
H (-23.617, -24.464, -21.261)
Br (-16.205, -22.684, -20.004)
C (-18.073, -22.240, -20.723)
C (-18.233, -20.731, -21.055)
Br (-20.007, -20.295, -21.852)
H (-18.762, -22.432, -19.900)
H (-18.419, -22.993, -21.432)
H (-17.466, -20.306, -21.703)
H (-18.244, -20.130, -20.146)
Br (-21.673, -15.352, -27.351)
C (-21.668, -16.960, -26.082)
C (-21.419, -18.304, -26.922)
Br (-20.906, -19.785, -25.693)
H (-22.615, -17.093, -25.558)
H (-20.874, -16.919, -25.337)
H (-20.559, -18.307, -27.592)
H (-22.298, -18.557, -27.515)

## Properties
spin multiplicity	4
HOMO level (spin up / spin down)	-0.292 / -3.614	eV
energy relative to the best compared isomer or geometry (same formula, charge and spin)	4.181	eV
total charge	-2
HOMO-LUMO gap (spin up / spin down)	3.563 / 6.880	eV
expectation value of S²	3.762

***

- What is the formula in the second record?
  C9H12BF2N2O10P2V

***

What did the third record say?
C9H12BeCl5CsFI2LiMgN4O13P2S as an isolated structure at a distorted geometry, computed with the ωB97M-V functional and the def2-TZVPD basis.

Geometry (Å):
N (-2.573, -4.422, -2.113)
C (-1.877, -3.451, -1.610)
C (-1.101, -2.124, -0.946)
C (-0.123, -2.478, 0.300)
C (-0.752, -3.065, 1.657)
O (-0.404, -2.161, 2.804)
C (-2.351, -3.324, 1.740)
N (-2.606, -4.019, 3.096)
P (0.118, -1.584, -2.374)
O (1.098, -0.423, -1.941)
C (-2.124, -0.863, -0.744)
I (-4.257, -1.527, -0.828)
C (-2.037, 0.271, -1.972)
N (-1.931, 1.043, -3.032)
P (-1.792, 0.171, 0.865)
O (-0.246, 0.970, 0.804)
I (-3.437, 2.044, 0.731)
H (0.532, -1.504, 0.517)
H (0.671, -3.274, -0.104)
H (-0.214, -4.096, 1.926)
H (0.512, -1.776, 2.680)
H (-2.807, -4.048, 0.941)
H (-2.943, -2.292, 1.834)
H (-3.346, -3.482, 3.598)
H (-3.060, -4.953, 2.863)
H (-0.548, -1.389, -3.635)
H (0.972, -2.767, -2.562)
H (0.126, 0.865, 1.749)
Be (-4.590, -5.052, -2.632)
Cl (-1.666, 2.559, -4.944)
F (-2.015, 4.219, 2.184)
C (0.326, 5.558, 1.620)
O (0.255, 6.730, 2.060)
O (1.586, 5.217, 1.389)
O (-0.560, 4.708, 1.378)
H (1.901, 6.094, 1.688)
Li (1.764, -2.056, 3.432)
C (2.947, 2.625, -1.433)
Cl (1.356, 2.588, -2.233)
Cl (3.608, 4.278, -1.503)
Cl (2.767, 2.130, 0.269)
Cl (4.056, 1.506, -2.263)
O (4.746, 1.082, 4.699)
S (5.184, -0.210, 5.257)
O (6.594, -0.447, 4.899)
O (4.348, -1.292, 4.705)
O (5.047, -0.183, 6.725)
Mg (6.437, 2.271, -1.472)
Cs (4.244, -3.117, 2.962)
N (-2.959, 3.613, -8.258)
O (-2.278, 2.774, -8.872)
O (-2.526, 4.766, -8.097)
O (-4.072, 3.298, -7.805)

## Properties
HOMO level	-6.685	eV
total charge	0
HOMO-LUMO gap	1.233	eV

***

- Number 2 is which compound?
  C9H12BF2N2O10P2V

***

- Look up the total charge of the fourth one.
  +3